Entry from the OMol25 dataset: the molecule C3H7BrN2O at a distorted geometry (ωB97M-V with the def2-TZVPD basis set).

```
14
Properties=species:S:1:pos:R:3:forces:R:3
N -0.322 1.870 -0.604 -1.67 2.76 -1.11
N 0.171 1.479 0.631 -0.52 -0.87 -0.42
C 0.360 0.088 0.707 1.86 0.12 1.58
Br 2.356 -0.386 0.048 -0.39 0.16 0.00
C -0.580 -0.773 -0.102 -0.78 3.71 -1.61
C -0.369 -2.084 -0.602 -0.32 -0.78 -0.59
O -1.292 -1.810 0.452 -0.66 -0.94 0.74
H 0.322 2.426 -1.177 0.18 -0.55 0.42
H -1.151 2.519 -0.465 1.30 -1.18 -0.08
H 0.926 2.050 0.982 0.01 -0.24 0.25
H 0.564 -0.114 1.786 -0.55 -0.55 -1.07
H -1.150 -0.100 -0.829 0.60 -0.98 1.31
H -0.784 -2.368 -1.563 -0.16 0.08 0.08
H 0.491 -2.609 -0.318 1.12 -0.76 0.49
```
Positions in Å, forces in eV/Å.

Summary:
gap between HOMO and LUMO: 10.2067 eV
multiplicity: 1
ΔE to the lowest compared entry with this formula, charge and spin: 174.2 kJ/mol
molecular weight: 167.01 g mol⁻¹
HOMO level: -9.412 eV
SMILES: NN[C@H](Br)[C@H]1CO1



Entry from the OMol25 dataset: a cluster of 8 separate species, C54H71ClN8O9P in total at a distorted geometry (ωB97M-V with the def2-TZVPD basis set).

```
144
Properties=species:S:1:pos:R:3:forces:R:3
C -0.591 1.100 3.587 -1.72 -0.49 0.32
C -0.953 1.457 1.996 1.16 0.48 1.65
C -0.127 2.878 1.681 0.31 -1.03 0.92
C 0.438 2.991 0.159 -0.27 -1.64 0.23
C -0.199 4.135 -0.800 4.18 1.05 0.41
C 1.004 4.517 -1.905 0.14 0.09 -1.02
O 1.794 3.357 -2.334 0.26 2.18 0.87
C 3.236 3.631 -2.221 1.59 -0.79 -0.36
C -0.528 5.584 -0.081 -1.03 0.06 -2.09
P 0.792 6.192 1.155 0.39 1.49 7.10
O 0.344 6.062 2.699 1.30 0.35 -6.38
O 2.349 5.432 1.025 -1.86 2.72 0.05
O 0.973 7.941 0.900 -0.51 -3.71 -1.74
C -2.059 5.699 0.532 -0.55 0.32 0.77
C -2.934 4.321 0.424 -0.86 -0.22 0.18
C -4.538 4.793 0.488 0.75 -0.39 1.80
C -5.589 3.537 0.435 -4.78 0.08 -5.07
O -6.518 3.578 -0.560 5.86 -0.23 6.42
O -5.653 2.407 1.382 -2.14 3.63 -1.92
C -7.108 2.050 1.398 -2.66 -7.23 -3.43
C -8.273 2.971 2.128 1.10 0.38 0.03
O -7.402 0.871 0.792 2.11 8.30 4.51
C -2.676 3.482 -0.954 -3.67 0.34 0.48
Cl -2.986 1.624 -0.775 0.31 2.47 0.13
N -1.372 3.728 -1.655 -1.11 1.79 0.19
O -1.146 2.647 -2.451 0.71 -0.58 -2.02
C -1.761 2.820 -3.778 -0.29 -1.19 -2.80
C -0.762 3.514 -4.901 0.91 0.45 -0.26
O -0.838 2.830 -6.224 -1.41 2.18 1.80
C -1.734 3.597 -7.104 -0.20 0.18 -2.07
C -0.988 4.895 -7.841 -0.52 -0.38 -0.31
H -0.188 2.030 4.177 -0.57 -1.90 -1.26
H 0.096 0.160 3.703 -1.08 2.16 -0.29
H -1.627 0.813 4.105 2.25 0.57 -0.97
H -0.527 0.562 1.366 -1.16 1.93 0.89
H -2.116 1.583 1.944 2.32 -0.37 -0.32
H 0.817 2.818 2.411 -2.06 0.31 -1.76
H -0.758 3.782 2.070 1.29 -1.58 -0.86
H 0.236 1.934 -0.358 0.45 2.40 0.94
H 1.628 3.051 0.242 -2.81 0.42 -0.62
H 0.519 4.972 -2.896 0.67 -0.77 2.01
H 1.738 5.337 -1.508 -1.59 -1.52 -0.29
H 3.626 3.467 -1.110 -0.95 0.62 -2.27
H 3.547 4.694 -2.650 -0.82 -2.14 1.03
H 3.798 2.821 -2.893 -1.44 1.78 1.47
H -0.508 6.374 -0.978 0.13 -1.58 1.82
H 2.988 6.013 1.570 -1.44 -1.17 -1.01
H 0.858 8.150 -0.073 0.35 -0.17 1.47
H -2.061 6.020 1.675 0.32 -0.77 -2.41
H -2.656 6.568 -0.027 1.46 -1.94 1.01
H -2.804 3.576 1.327 0.15 1.66 -1.85
H -4.658 5.285 1.568 0.23 -1.13 -2.23
H -4.777 5.664 -0.275 0.17 -2.38 1.25
H -7.824 3.367 3.135 -0.79 -0.60 -2.01
H -8.518 3.882 1.400 0.55 -2.11 1.64
H -9.247 2.362 2.400 2.32 0.97 -1.02
H -3.531 3.832 -1.712 1.97 -0.90 1.55
H -1.540 4.532 -2.333 0.24 -0.65 1.16
H -2.793 3.372 -3.779 1.87 -0.96 0.52
H -1.976 1.721 -4.188 0.56 2.38 1.18
H 0.380 3.487 -4.587 -2.50 -0.22 -0.32
H -1.065 4.639 -5.043 0.58 -2.01 0.26
H -2.051 2.879 -7.990 0.69 1.29 2.05
H -2.719 3.930 -6.567 1.86 -0.58 -0.83
H -1.205 5.906 -7.267 0.68 -2.07 -1.21
H -1.477 4.964 -8.920 1.01 0.04 2.34
H 0.174 4.705 -8.011 -2.58 0.39 0.62
N 2.600 0.444 4.574 0.95 0.12 0.38
C 2.751 0.644 5.902 -0.24 -0.09 -0.85
C 3.977 0.841 6.517 0.24 0.11 -0.15
C 5.120 0.828 5.725 0.00 0.13 0.05
C 4.997 0.622 4.355 -0.01 0.09 0.21
C 3.728 0.439 3.831 -0.76 0.01 0.42
H 1.830 0.643 6.477 0.09 -0.01 0.00
H 4.039 1.000 7.587 -0.03 -0.07 -0.12
H 6.099 0.978 6.172 -0.12 -0.05 -0.05
H 5.869 0.606 3.710 -0.08 -0.02 0.05
H 3.579 0.278 2.767 0.06 -0.02 0.05
N -3.753 1.616 -9.940 0.27 -0.75 -0.52
C -3.729 1.714 -11.288 -0.04 0.06 0.88
C -3.473 0.646 -12.133 0.04 -0.23 0.15
C -3.221 -0.598 -11.565 0.00 0.00 0.00
C -3.237 -0.730 -10.181 -0.01 0.06 -0.24
C -3.507 0.394 -9.418 -0.17 0.82 -0.29
H -3.928 2.706 -11.683 0.01 -0.09 -0.01
H -3.469 0.782 -13.209 -0.01 0.01 0.11
H -3.015 -1.458 -12.196 -0.03 0.11 0.08
H -3.045 -1.686 -9.707 -0.03 0.10 -0.03
H -3.534 0.342 -8.333 0.01 -0.05 -0.07
N 4.347 -2.621 7.359 0.21 -0.73 -0.62
C 4.371 -2.523 6.011 -0.08 0.04 0.89
C 4.627 -3.591 5.165 0.06 -0.29 0.19
C 4.879 -4.835 5.734 -0.07 -0.03 -0.07
C 4.863 -4.967 7.118 -0.19 0.09 -0.25
C 4.593 -3.843 7.881 -0.19 0.82 -0.23
H 4.172 -1.531 5.616 0.01 -0.30 0.01
H 4.631 -3.455 4.090 0.01 0.01 0.10
H 5.085 -5.695 5.103 0.02 0.10 0.09
H 5.055 -5.924 7.592 -0.01 0.09 -0.03
H 4.566 -3.895 8.966 0.01 -0.04 -0.08
N 8.735 -5.760 5.873 0.16 -0.41 0.93
C 8.123 -5.468 7.042 0.42 -0.04 -0.83
C 8.449 -6.062 8.251 0.18 -0.19 -0.04
C 9.461 -7.016 8.264 0.03 -0.04 0.01
C 10.108 -7.339 7.076 -0.19 0.11 0.31
C 9.714 -6.689 5.918 -0.55 0.59 -0.33
H 7.338 -4.720 6.979 0.19 -0.07 0.07
H 7.926 -5.787 9.160 0.03 0.00 -0.07
H 9.743 -7.504 9.193 -0.03 0.06 -0.10
H 10.900 -8.079 7.053 -0.07 0.07 -0.04
H 10.192 -6.903 4.966 0.01 -0.04 0.08
N 11.672 -7.863 3.175 0.69 -0.69 -0.38
C 11.297 -8.941 2.453 0.14 0.75 0.50
C 12.187 -9.858 1.918 0.26 0.08 0.05
C 13.547 -9.657 2.133 0.01 0.00 0.00
C 13.965 -8.555 2.871 -0.11 -0.21 -0.15
C 12.998 -7.695 3.368 -0.89 -0.01 -0.06
H 10.226 -9.052 2.310 0.08 -0.03 0.00
H 11.830 -10.708 1.348 0.01 0.09 0.06
H 14.275 -10.354 1.728 -0.09 0.08 0.05
H 15.017 -8.370 3.056 -0.11 0.00 0.00
H 13.274 -6.823 3.954 0.02 -0.07 -0.05
N -6.266 -4.093 -1.427 -0.63 0.62 0.40
C -5.978 -2.808 -1.124 -0.24 -0.97 -0.24
C -6.872 -1.941 -0.515 -0.11 -0.02 0.02
C -8.140 -2.417 -0.199 0.10 -0.08 0.19
C -8.466 -3.736 -0.500 0.17 0.21 0.18
C -7.504 -4.527 -1.106 0.86 0.14 -0.26
H -4.978 -2.482 -1.394 -0.05 0.01 0.03
H -6.586 -0.919 -0.293 -0.08 -0.16 -0.02
H -8.867 -1.767 0.278 0.11 -0.02 -0.05
H -9.446 -4.137 -0.267 0.09 0.01 -0.04
H -7.710 -5.564 -1.358 -0.02 0.09 0.03
N -12.099 -1.315 -3.936 0.97 -0.22 -0.14
C -11.277 -1.616 -2.908 -0.62 0.22 -0.73
C -9.936 -1.933 -3.061 0.09 0.03 -0.24
C -9.406 -1.947 -4.347 -0.03 0.02 -0.03
C -10.229 -1.643 -5.426 0.17 -0.06 0.25
C -11.556 -1.334 -5.173 -0.50 0.05 0.81
H -11.738 -1.595 -1.925 0.05 -0.01 -0.04
H -9.321 -2.164 -2.199 -0.18 0.08 -0.31
H -8.360 -2.192 -4.506 -0.10 0.01 0.04
H -9.846 -1.646 -6.440 -0.06 0.00 0.08
H -12.237 -1.087 -5.982 0.08 -0.03 0.04
```
Positions in Å, forces in eV/Å.

Summary:
gap between HOMO and LUMO: 7.1552 eV
multiplicity: 1
total charge: +1
molecular weight: 1042.64 g mol⁻¹
HOMO level: -10.348 eV